# 1
10 unconnected molecules or ions with the total composition H20O10 at a distorted geometry. Source: the OMol25 dataset; level of theory: wB97M-V/def2-TZVPD.

```
30
Properties=species:S:1:pos:R:3:forces:R:3
O 1.03146 2.88423 -3.25967 0.0 0.6 0.4
H 0.67163 2.01062 -3.10616 -0.3 -0.5 -0.3
H 1.92701 2.72586 -3.55823 0.2 0.1 -0.2
O -0.78743 1.66489 2.44686 -0.3 -0.4 -0.4
H -0.48521 1.58330 3.35143 0.0 -0.1 0.3
H -0.15170 2.24880 2.03318 0.2 0.4 -0.2
O 2.54097 -0.71415 2.30655 -0.4 0.0 0.1
H 2.75505 -0.30108 1.47003 0.1 0.2 -0.2
H 2.95862 -1.57434 2.26329 0.3 -0.2 0.1
O -2.96994 -2.01453 -0.29932 -0.1 -0.2 -1.2
H -2.70536 -1.35366 0.34058 0.0 1.4 1.1
H -2.46152 -2.79134 -0.06626 0.2 -1.0 0.3
O 0.35845 0.21821 -3.40936 0.0 0.0 0.3
H 1.10780 -0.37688 -3.43325 0.3 -0.2 -0.2
H -0.39478 -0.35064 -3.25041 -0.3 -0.1 0.0
O 1.47589 2.85665 -0.42525 -0.2 -0.6 0.9
H 0.99180 3.12160 -1.20736 0.0 0.3 -0.7
H 2.27958 2.46130 -0.76291 0.3 0.2 -0.1
O -0.06930 -1.90634 2.10051 -0.9 -0.5 -0.5
H 0.64155 -1.26641 2.06282 0.7 0.5 0.1
H 0.34671 -2.70888 2.41530 0.0 -0.2 0.3
O 0.14548 -2.74900 -1.21729 -0.8 -0.5 -0.9
H 0.32292 -2.07522 -0.56096 0.3 1.6 0.9
H -0.18430 -3.49340 -0.71395 0.0 -0.8 0.2
O -3.61922 0.20205 1.70332 0.1 -0.9 -0.5
H -3.85688 0.99448 1.22186 -0.2 0.4 -0.1
H -2.73254 0.37149 2.02164 0.5 0.4 0.5
O 0.33931 -0.27630 -0.16416 0.1 -0.5 -0.1
H -0.23542 0.22565 0.41374 -0.1 0.3 0.5
H 0.75928 0.38297 -0.71663 0.1 0.4 -0.3
```
Positions in Å, forces in eV/Å.

Gap between HOMO and LUMO (spin up / spin down), eV: 10.346 / 3.046
Relative energy (zero: lowest compared OMol25 entry of this formula, charge and spin), kcal per mole: 14.6
2S+1: 2
Calculated total energy, Ha: -763.997704
Total charge: +1
LUMO level (spin up / spin down), hartree: -0.1343 / -0.4025
⟨S²⟩: 0.76

=====

# 2
A molecular structure, C8H10N3O2 at a distorted geometry. Source: the OMol25 dataset; level of theory: wB97M-V/def2-TZVPD.

```
23
Properties=species:S:1:pos:R:3:forces:R:3
C 2.53100 1.61395 -0.24851 0.5 -0.1 0.0
C 1.23387 -0.06813 -0.13533 -0.2 1.0 -0.1
C 0.43583 1.07201 -0.18986 -4.1 -1.6 0.4
C -0.64643 -1.60375 -0.16310 -0.5 -0.2 -0.1
C 0.73996 -1.38390 -0.08913 -0.3 0.7 -0.1
C -1.62125 -0.63845 -0.25952 0.2 0.0 -0.1
C -1.43523 0.83811 0.05600 4.3 0.9 -0.4
C 1.68354 -2.50947 -0.06660 0.3 -0.2 0.1
N 2.55115 0.32743 -0.18310 0.6 -0.3 0.1
N 1.24379 2.12469 -0.24321 -0.2 0.0 0.1
N -1.59718 1.19133 1.42247 -0.3 0.2 0.0
O -2.84824 -1.00072 -0.55264 -0.1 0.0 0.0
O -2.18958 1.59357 -0.78701 -0.3 -0.3 -0.1
H 3.39959 2.23971 -0.31065 0.1 0.2 0.0
H -0.98870 -2.62548 -0.26489 0.0 0.0 0.0
H 1.22942 -3.42335 0.30530 0.0 0.0 0.0
H 2.57299 -2.24599 0.50399 0.0 0.0 0.0
H 2.03326 -2.69586 -1.08623 0.0 0.0 -0.1
H 0.98860 3.10049 -0.28012 0.0 -0.1 0.0
H -3.42550 -0.23900 -0.74489 0.2 0.0 0.1
H -2.57048 1.20280 1.71199 0.0 -0.1 0.0
H -1.05319 0.62993 2.06359 0.1 0.0 0.0
H -2.26722 2.50009 -0.45854 0.0 -0.1 0.1
```
Positions in Å, forces in eV/Å.

Gap between HOMO and LUMO, eV: 7.592
Relative energy (zero: lowest compared OMol25 entry of this formula, charge and spin), kcal per mole: 45.9
Calculated total energy, Ha: -625.313291
Total charge: +1
LUMO level, hartree: -0.1925

=====

# 3
C3H3NO in the gas phase at a distorted geometry. Source: the OMol25 dataset; level of theory: wB97M-V/def2-TZVPD.

```
8
Properties=species:S:1:pos:R:3:forces:R:3
C 0.79277 -1.29173 -0.03682 -1.0 3.6 0.1
C -1.14503 -0.12757 -0.38818 -1.6 -1.4 1.8
C 0.02527 0.85926 -0.11516 0.2 -2.0 0.4
N 1.05422 -0.06210 0.13725 -0.2 -2.1 0.8
O -2.13056 -0.16494 0.26104 1.4 -0.1 -1.6
H 1.47209 -2.01046 0.35131 0.6 -1.1 -0.2
H 0.31435 1.41334 -0.91283 0.4 2.2 -2.4
H -0.38311 1.38420 0.70339 0.2 1.0 1.1
```
Positions in Å, forces in eV/Å.

Gap between HOMO and LUMO (spin up / spin down), eV: 8.027 / 8.329
Relative energy (zero: lowest compared OMol25 entry of this formula, charge and spin), kcal per mole: 86.1
Calculated total energy, Ha: -245.954377
LUMO level (spin up / spin down), hartree: -0.0188 / -0.0129

=====

# 4
A molecular structure, C2HClN2S at a distorted geometry. Source: the OMol25 dataset; level of theory: wB97M-V/def2-TZVPD.

```
7
Properties=species:S:1:pos:R:3:forces:R:3
C -0.12139 0.79404 -0.25402 -1.0 -2.0 0.6
C 0.79931 -0.19895 0.06885 2.2 -1.1 0.8
N -1.36783 0.33115 -0.12020 0.8 0.8 0.0
N -1.80616 -0.61308 0.30004 -3.2 -1.0 0.3
S 2.42307 -0.20819 0.02462 -0.2 0.5 -0.3
Cl 0.06489 -1.74854 0.77306 0.7 0.5 -0.2
H 0.00812 1.64357 -0.79236 0.8 2.3 -1.2
```
Positions in Å, forces in eV/Å.

Gap between HOMO and LUMO (spin up / spin down), eV: 7.951 / 7.950
Relative energy (zero: lowest compared OMol25 entry of this formula, charge and spin), kcal per mole: 41.9
Calculated total energy, Ha: -1044.589489
LUMO level (spin up / spin down), hartree: -0.0325 / -0.0325

=====

# 5
A molecular structure, C6H16BBr3NOP at a distorted geometry. Source: the OMol25 dataset; level of theory: wB97M-V/def2-TZVPD.

```
29
Properties=species:S:1:pos:R:3:forces:R:3
C 1.97619 -0.32474 1.67884 -0.1 -0.3 -0.7
P 1.19312 -0.22820 0.00252 -0.3 -0.1 -0.3
C 2.56388 0.34193 -1.10191 0.9 -0.9 0.5
B 0.70920 -2.02665 -0.51303 0.1 -0.3 0.2
C -0.79078 -2.44377 -0.38874 0.4 -0.2 0.7
C -1.59916 -1.72586 0.68863 -0.6 0.2 0.2
O -2.59119 -2.63613 1.20275 0.2 -0.1 -0.1
C -2.26019 -0.39666 0.25945 0.6 0.4 -0.2
N -2.34871 -0.21675 -1.19015 -0.3 -0.3 0.0
H 1.95440 0.67551 2.10570 0.1 -0.1 0.2
H 2.99510 -0.69497 1.57321 0.0 0.0 0.3
H 1.38723 -1.01913 2.27499 0.1 0.1 0.2
H 3.42910 -0.32709 -1.09062 -0.1 -0.1 -0.2
H 2.21698 0.50810 -2.11974 0.0 -0.2 0.0
H 2.91819 1.30123 -0.74001 0.1 0.0 0.1
H 1.47161 -2.86159 -0.90914 0.1 0.3 -0.3
H -1.26221 -2.37346 -1.37698 -0.1 0.0 0.0
H -0.79929 -3.50747 -0.12591 -0.1 0.0 -0.2
H -0.94957 -1.47824 1.53775 0.2 0.0 -0.1
H -2.68382 -2.44389 2.14054 -0.2 -0.1 -0.1
H -3.26185 -0.34749 0.68464 0.0 -0.1 0.0
H -1.66470 0.41897 0.69255 -0.1 0.0 0.2
H -1.41553 -0.14502 -1.58062 0.0 0.1 0.0
H -2.81264 0.66067 -1.38933 0.0 0.0 0.0
C 0.34722 4.33115 -0.57282 0.0 0.0 -0.4
Br -1.51244 4.57514 -0.14204 0.0 0.0 0.0
Br 1.49500 4.98448 0.82305 0.0 0.0 0.0
Br 0.74808 2.47426 -0.97065 -1.1 1.8 0.3
H 0.54679 4.92567 -1.45295 0.0 0.0 0.0
```
Positions in Å, forces in eV/Å.

Gap between HOMO and LUMO, eV: 7.756
Relative energy (zero: lowest compared OMol25 entry of this formula, charge and spin), kcal per mole: 0.0
Calculated total energy, Ha: -8456.366865
LUMO level, hartree: -0.0045

=====

# 6
C4H5NS in the gas phase at a distorted geometry. Source: the OMol25 dataset; level of theory: wB97M-V/def2-TZVPD.

```
11
Properties=species:S:1:pos:R:3:forces:R:3
C -0.76224 -0.72259 -1.01109 -0.3 -0.8 -1.7
N -1.86483 -0.29853 -0.55615 -2.7 -1.0 -0.4
S -1.87299 0.67832 0.76593 2.3 0.7 0.1
C -0.03433 0.23118 0.99181 -0.4 1.0 0.4
C 1.41290 0.23883 0.34165 2.7 3.5 2.6
C 0.31158 0.10361 -0.46573 -2.7 -0.7 -1.3
H -0.87568 -1.39414 -1.89532 0.7 0.5 0.8
H -0.18350 -0.59569 1.60945 0.3 -1.9 0.4
H 1.88655 1.33523 0.35511 -0.3 -3.0 -0.3
H 1.93676 -0.66544 0.59628 0.6 0.2 0.7
H 0.04578 1.08923 -0.73193 -0.3 1.3 -1.3
```
Positions in Å, forces in eV/Å.

Gap between HOMO and LUMO, eV: 9.650
SMILES string: C1=NS[C@@H]2C[C@@H]12
Relative energy (zero: lowest compared OMol25 entry of this formula, charge and spin), kcal per mole: 111.2
Calculated total energy, Ha: -608.173425
LUMO level, hartree: 0.0283

=====

# 7
C18H19NO4S in the gas phase. Source: the OMol25 dataset; level of theory: wB97M-V/def2-TZVPD.

```
43
Properties=species:S:1:pos:R:3:forces:R:3
C -5.03488 -2.80685 0.20782 0.0 -0.2 0.0
O -5.13492 -1.43180 -0.07259 0.0 0.3 0.0
C -4.00051 -0.68185 -0.07165 0.2 0.1 0.0
C -2.71960 -1.16977 0.15966 -0.4 -0.2 0.0
C -1.63381 -0.31066 0.13846 0.1 0.3 0.0
C -1.80461 1.04152 -0.12151 -0.2 -0.3 0.1
N -0.69128 1.91121 -0.17181 0.0 -0.3 -0.1
C -0.72076 3.18327 0.30703 0.3 0.5 0.0
O -1.63567 3.68786 0.91257 -0.2 0.1 0.1
C 0.57360 3.92105 -0.00417 0.3 0.0 -0.1
S 1.44399 2.94935 -1.25346 -0.1 -0.1 -0.1
C 0.55645 1.42949 -0.69879 0.5 0.2 -0.5
C 1.41841 0.69768 0.29292 0.1 -0.2 0.0
C 1.34544 0.97223 1.65091 -0.1 0.0 -0.2
C 2.18060 0.31311 2.53528 0.1 0.0 0.0
C 3.12678 -0.57150 2.06419 0.1 -0.1 -0.2
C 3.23850 -0.84462 0.70036 0.0 0.1 0.0
O 4.22216 -1.71817 0.35119 -0.4 -0.1 0.1
C 4.86213 -1.57354 -0.90383 0.3 0.0 -0.3
C 2.34190 -0.23705 -0.18841 -0.1 -0.1 0.0
O 2.34252 -0.54211 -1.54264 0.2 0.4 0.4
C 1.65040 -1.73782 -1.84690 -0.2 -0.3 -0.1
C -3.08673 1.53154 -0.35970 0.0 -0.1 0.0
C -4.16790 0.68070 -0.32867 0.0 -0.2 0.0
H -6.05339 -3.18969 0.16954 0.1 0.0 0.0
H -4.42577 -3.32697 -0.53883 0.0 0.0 0.0
H -4.61933 -2.98485 1.20481 0.0 0.0 0.0
H -2.54817 -2.21446 0.36592 0.0 -0.1 0.0
H -0.64968 -0.70432 0.34347 0.0 0.0 0.0
H 0.35473 4.91250 -0.39638 -0.1 -0.1 0.1
H 1.18128 4.02176 0.89771 -0.2 0.0 0.0
H 0.39007 0.82706 -1.59525 -0.1 0.1 0.2
H 0.61748 1.67895 2.01989 -0.1 0.0 0.0
H 2.10678 0.51029 3.59343 0.0 0.0 0.1
H 3.81033 -1.07027 2.73264 0.1 -0.1 0.1
H 4.35458 -2.13898 -1.68874 0.0 0.1 0.1
H 5.86613 -1.97703 -0.76806 -0.1 0.0 0.0
H 4.92460 -0.52559 -1.20158 0.0 0.0 0.0
H 1.80250 -1.91236 -2.91073 0.0 -0.1 0.0
H 0.57681 -1.64096 -1.64513 0.1 0.0 0.0
H 2.03614 -2.58775 -1.27396 0.0 0.1 0.0
H -3.23212 2.58052 -0.55733 0.0 0.1 0.0
H -5.16518 1.04888 -0.50766 -0.1 0.1 0.0
```
Positions in Å, forces in eV/Å.

Gap between HOMO and LUMO, eV: 8.786
SMILES string: COc1ccc(N2C(=O)CS[C@H]2c2cccc(OC)c2OC)cc1
Relative energy (zero: lowest compared OMol25 entry of this formula, charge and spin), kcal per mole: 45.5
Calculated total energy, Ha: -1451.189187
LUMO level, hartree: 0.0219

=====

# 8
5 unconnected molecules or ions with the total composition C11H35O6P2S at a distorted geometry. Source: the OMol25 dataset; level of theory: wB97M-V/def2-TZVPD.

```
55
Properties=species:S:1:pos:R:3:forces:R:3
C 0.60886 3.95015 -2.15394 0.6 -0.5 0.6
P -0.24075 2.35805 -1.87534 -0.9 -0.2 -1.6
C -1.68496 2.50202 -0.78448 0.3 -0.3 0.5
P 1.15291 0.94885 -1.08716 -0.1 0.6 0.1
S 2.10139 1.17911 0.87739 0.7 0.4 1.4
C 1.34227 2.59164 1.62580 -0.4 -0.3 -0.7
O 3.46650 1.46858 0.64877 1.2 0.8 -1.1
O 1.83515 0.03824 1.66143 -1.3 -1.4 0.4
H 1.19423 3.83991 -3.05394 0.2 0.0 -0.3
H -0.13570 4.71040 -2.32951 -0.4 0.2 0.0
H 1.27111 4.24565 -1.35484 0.1 0.3 0.3
H -1.51010 2.32247 0.26697 0.1 0.0 0.3
H -2.43304 1.81590 -1.15160 -0.2 -0.2 -0.1
H -2.10196 3.49265 -0.88721 0.0 0.4 -0.2
H 0.60743 -0.33223 -1.13664 -0.1 -0.1 0.1
H 2.23255 0.93786 -1.96753 0.1 0.0 0.0
H 1.50386 3.45356 0.99630 0.1 0.3 0.0
H 0.29252 2.37988 1.77160 -0.3 0.0 0.1
H 1.82516 2.69585 2.58624 0.3 0.0 0.2
C 4.88459 -1.72097 2.20989 0.1 -0.1 -0.1
C 6.32664 -1.41030 2.56495 -0.1 0.2 -0.2
O 7.09461 -1.06817 1.41407 -0.1 -0.1 0.0
H 4.84052 -2.54257 1.49300 0.0 -0.1 0.0
H 4.31184 -1.99812 3.09623 0.0 0.0 0.0
H 4.40740 -0.85693 1.74631 0.0 0.1 0.1
H 6.81013 -2.27903 3.00816 0.1 0.0 0.0
H 6.37384 -0.59072 3.28994 0.0 -0.1 0.1
H 6.69540 -0.28667 1.01644 0.1 0.0 0.0
C 5.88928 -5.93636 2.33070 0.0 0.0 0.0
C 5.58471 -5.43702 3.73201 0.3 0.1 -0.1
O 6.59553 -5.82264 4.65674 -0.1 0.0 0.0
H 5.98567 -7.02154 2.32966 0.0 0.0 0.0
H 5.10096 -5.65396 1.63070 0.0 0.0 0.0
H 6.83311 -5.52132 1.96965 0.0 0.1 0.0
H 4.65204 -5.86390 4.09549 0.0 0.0 0.1
H 5.48630 -4.34481 3.73193 -0.1 0.0 0.0
H 7.43135 -5.44579 4.36052 0.0 -0.1 0.0
C -4.79226 1.81700 -4.98302 0.2 0.0 0.1
C -4.97683 1.50066 -3.51079 -0.1 0.3 -0.2
O -4.11643 2.31412 -2.69255 0.1 0.0 0.0
H -3.75552 1.66050 -5.28491 0.0 -0.1 0.0
H -5.43259 1.18773 -5.60053 0.0 0.0 0.0
H -5.04039 2.86093 -5.18737 -0.1 0.0 0.0
H -4.71330 0.46498 -3.30456 0.1 0.0 0.1
H -6.01084 1.65752 -3.20421 0.0 -0.1 0.0
H -4.35628 3.23335 -2.85486 -0.1 -0.1 0.0
C -8.02881 -0.42249 0.05302 0.1 0.0 -0.1
C -8.32175 0.93895 -0.54859 -0.1 -0.2 -0.1
O -7.77957 1.06942 -1.86485 0.0 -0.1 0.1
H -6.95325 -0.59816 0.08984 0.0 0.0 0.0
H -8.43067 -0.49900 1.06332 0.0 0.0 0.0
H -8.47229 -1.21615 -0.55188 -0.1 0.0 0.0
H -7.86542 1.72729 0.04673 0.0 0.1 0.0
H -9.40053 1.11707 -0.57920 0.0 0.1 0.1
H -8.18464 0.38855 -2.41427 0.0 0.1 0.0
```
Positions in Å, forces in eV/Å.

Gap between HOMO and LUMO, eV: 7.445
Relative energy (zero: lowest compared OMol25 entry of this formula, charge and spin), kcal per mole: 0.0
Calculated total energy, Ha: -1972.061199
Total charge: +1
LUMO level, hartree: -0.1513